Below is an isolated ion of composition C2H6NO3 and charge -1 at a distorted geometry, with properties calculated with ωB97M-V/def2-TZVPD.

Last columns: bonded neighbours and bond lengths (Å).
Geometry (Å):
1 C 0.80 -1.20 0.59  N2 1.457, H7 1.047, H8 1.191, H9 1.016
2 N 0.56 0.23 0.44  C1 1.457, O3 1.705, C4 1.441
3 O 1.22 0.89 -0.99  N2 1.705, H10 0.972
4 C -0.79 0.66 0.17  N2 1.441, O5 1.303, O6 1.493, H11 1.229
5 O -0.99 1.94 0.14  C4 1.303
6 O -1.44 -0.12 -0.92  C4 1.493, H12 0.963
7 H 1.50 -1.55 -0.10  C1 1.047
8 H 1.40 -1.34 1.61  C1 1.191
9 H -0.05 -1.73 0.50  C1 1.016
10 H 0.76 1.71 -0.75  O3 0.972
11 H -1.51 0.14 1.03  C4 1.229
12 H -1.48 0.37 -1.75  O6 0.963

## Properties
Relative energy (zero: lowest compared OMol25 entry of this formula, charge and spin), kJ/mol: 472.5
SMILES: CN(O)[C@@H]([O-])O
Net charge: -1
Highest occupied orbital energy, Eh: -0.1274
LUMO level, eV: 4.28
Calculated total energy, Ha: -360.191254
Kohn-Sham gap, eV: 7.748

Charges in e, computed with Mulliken, in the same order as the atoms: -0.7563, -0.0546, -0.5320, 0.0303, -0.7881, -0.4019, 0.2748, 0.2075, 0.3688, 0.3061, 0.1327, 0.2127